[1]
This record from the OMol25 dataset describes a 2-piece molecular cluster, CH3F2N overall. The level of theory is ωB97M-V/def2-TZVPD.

Properties
F_max   2.26 eV/Å
Charge   0
Energy   -294.3001 a.u.
Energy above the lowest of the compared OMol25 structures with the same formula, charge and spin   53.5 kcal/mol
HOMO energy   -10.3 eV

Each atom is followed by the atoms it is bonded to, with distances in Å.
Cartesian coordinates (Å):
1 C 0.81497 -1.04263 -1.32161  F3 1.344, F4 1.289
2 N -0.70188 0.48731 1.30344  H5 1.044, H6 0.977, H7 1.005
3 F 2.11802 -0.96823 -1.00153  C1 1.344
4 F 0.51953 0.03640 -1.96133  C1 1.289
5 H -0.24537 0.10854 0.44402  N2 1.044
6 H -0.95300 1.40244 1.07095  N2 0.977
7 H -1.55226 -0.02382 1.46606  N2 1.005

=====

[2]
This record from the OMol25 dataset describes an isolated ion of composition C15H26N3O3S and charge +1. The level of theory is ωB97M-V/def2-TZVPD.

Properties
F_max   1.11 eV/Å
Charge   +1
Energy   -1375.1276 a.u.
Energy above the lowest of the compared OMol25 structures with the same formula, charge and spin   17.0 kcal/mol
HOMO energy   -11.6 eV

Each atom is followed by the atoms it is bonded to, with distances in Å.
Cartesian coordinates (Å):
1 C -4.10451 -0.23847 0.16729  H2 1.088, H3 1.087, H4 1.086, C5 1.522
2 H -3.43960 -0.62208 -0.60353  C1 1.088
3 H -4.82078 -1.01241 0.43084  C1 1.087
4 H -3.52131 0.00769 1.04996  C1 1.086
5 C -4.84801 0.99208 -0.33304  C1 1.522, N6 1.455, H47 1.092, H48 1.095
6 N -3.91592 1.97306 -0.86646  C5 1.455, S7 1.667, C40 1.454
7 S -2.95972 2.68407 0.29996  N6 1.667, O8 1.432, O9 1.432, C10 1.809
8 O -3.54837 2.62105 1.60373  S7 1.432
9 O -2.46419 3.93649 -0.18596  S7 1.432
10 C -1.50888 1.60432 0.30700  S7 1.809, C11 1.383, C15 1.382
11 C -0.91444 1.27025 -0.89663  C10 1.383, C12 1.382, H39 1.078
12 C 0.26734 0.55363 -0.90424  C11 1.382, C13 1.398, H38 1.081
13 C 0.85320 0.16906 0.30507  C12 1.398, C14 1.397, C18 1.474
14 C 0.22516 0.48765 1.51121  C13 1.397, C15 1.382, H17 1.079
15 C -0.94905 1.21683 1.51003  C10 1.382, C14 1.382, H16 1.079
16 H -1.44524 1.49417 2.42668  C15 1.079
17 H 0.68153 0.17360 2.43738  C14 1.079
18 C 2.12791 -0.56658 0.38084  C13 1.474, O19 1.239, N20 1.347
19 O 2.39991 -1.27519 1.36051  C18 1.239
20 N 2.97946 -0.43457 -0.65496  C18 1.347, H21 1.008, C22 1.456
21 H 2.71767 0.21056 -1.38387  N20 1.008
22 C 4.36788 -0.87216 -0.64705  N20 1.456, H23 1.090, C24 1.532, H37 1.096
23 H 4.81787 -0.53543 -1.58065  C22 1.090
24 C 4.53153 -2.39266 -0.54795  C22 1.532, N25 1.480, H35 1.092, H36 1.093
25 N 4.31433 -2.87799 0.83355  C24 1.480, C26 1.467, C30 1.468, H34 1.114
26 C 5.50357 -2.72195 1.67808  N25 1.467, H27 1.087, H28 1.088, H29 1.090
27 H 5.86333 -1.69645 1.65144  C26 1.087
28 H 5.25477 -2.96919 2.70778  C26 1.088
29 H 6.30008 -3.38483 1.33882  C26 1.090
30 C 3.83661 -4.26524 0.86554  N25 1.468, H31 1.090, H32 1.088, H33 1.088
31 H 4.56957 -4.93313 0.41282  C30 1.090
32 H 3.67100 -4.57088 1.89623  C30 1.088
33 H 2.89431 -4.34969 0.32855  C30 1.088
34 H 3.50664 -2.21276 1.21433  N25 1.114
35 H 3.80165 -2.86914 -1.20573  C24 1.092
36 H 5.53301 -2.67682 -0.87942  C24 1.093
37 H 4.89921 -0.38383 0.17817  C22 1.096
38 H 0.70510 0.27254 -1.85135  C12 1.081
39 H -1.38552 1.58007 -1.81528  C11 1.078
40 C -4.43309 2.88678 -1.87297  N6 1.454, C41 1.524, H45 1.091, H46 1.094
41 C -5.56000 3.78145 -1.37003  C40 1.524, H42 1.087, H43 1.087, H44 1.088
42 H -6.43227 3.19596 -1.08964  C41 1.087
43 H -5.84836 4.48223 -2.14881  C41 1.087
44 H -5.21647 4.34171 -0.50348  C41 1.088
45 H -3.58861 3.50588 -2.17826  C40 1.091
46 H -4.76212 2.28610 -2.72620  C40 1.094
47 H -5.52762 0.71251 -1.14070  C5 1.092
48 H -5.42856 1.42170 0.49042  C5 1.095

=====

[3]
This record from the OMol25 dataset describes a 2-piece molecular cluster, C11H15NO overall. The level of theory is ωB97M-V/def2-TZVPD.

Properties
F_max   1.89 eV/Å
Charge   0
Energy   -558.1209 a.u.
Energy above the lowest of the compared OMol25 structures with the same formula, charge and spin   15.7 kcal/mol
HOMO energy   -7.9 eV

Each atom is followed by the atoms it is bonded to, with distances in Å.
Cartesian coordinates (Å):
1 C 1.28072 -2.00359 -0.93371  C2 1.523, O3 1.452, H4 1.080, H5 1.081
2 C 0.77295 -2.83659 0.23607  C1 1.523, H6 1.083, H8 1.082, H9 1.090
3 O 2.42770 -1.16648 -0.63210  C1 1.452, H7 0.962
4 H 1.67483 -2.55903 -1.77177  C1 1.080
5 H 0.53309 -1.28407 -1.23512  C1 1.081
6 H 0.72930 -3.88227 -0.04112  C2 1.083
7 H 2.72953 -1.12458 0.28076  O3 0.962
8 H -0.17962 -2.50226 0.62617  C2 1.082
9 H 1.45390 -2.72748 1.07968  C2 1.090
10 C -2.63592 -0.45495 1.16105  C12 1.495, H21 1.089, H22 1.087, H28 1.085
11 C -0.57263 0.83474 0.26390  C12 1.446, C13 1.395, C15 1.403
12 C -1.97755 0.49481 0.21189  C10 1.495, C11 1.446, C14 1.352
13 C -0.31672 1.74301 -0.76297  C11 1.395, C16 1.393, N19 1.385
14 C -2.47419 1.16606 -0.85193  C12 1.352, N19 1.377, H23 1.079
15 C 0.47159 0.54648 1.15551  C11 1.403, C17 1.375, H20 1.090
16 C 0.93429 2.30012 -1.01864  C13 1.393, C18 1.371, H25 1.084
17 C 1.61784 1.30289 1.08416  C15 1.375, C18 1.408, H26 1.091
18 C 1.89200 2.06797 -0.06585  C16 1.371, C17 1.408, H27 1.083
19 N -1.48532 1.87658 -1.49406  C13 1.385, C14 1.377, H24 1.009
20 H 0.39431 -0.15867 1.98320  C15 1.090
21 H -3.66260 -0.63075 0.84342  C10 1.089
22 H -2.66205 -0.10171 2.18853  C10 1.087
23 H -3.50851 1.16756 -1.15974  C14 1.079
24 H -1.65609 2.69369 -2.06001  N19 1.009
25 H 1.17974 2.88118 -1.90023  C16 1.084
26 H 2.28047 1.39591 1.94619  C17 1.091
27 H 2.91451 2.38682 -0.22808  C18 1.083
28 H -2.15558 -1.42540 1.09479  C10 1.085

=====

[4]
This record from the OMol25 dataset describes a 2-piece molecular cluster, C4H10Si overall. The level of theory is ωB97M-V/def2-TZVPD.

Properties
Multiplicity   3
F_max   4.95 eV/Å
Charge   0
Energy   -447.6841 a.u.
Energy above the lowest of the compared OMol25 structures with the same formula, charge and spin   0.0 kcal/mol
HOMO energy (spin up / spin down)   -7.4 / -9.0 eV

Each atom is followed by the atoms it is bonded to, with distances in Å.
Cartesian coordinates (Å):
1 C 0.15960 1.12010 -0.24284  C2 1.319, C3 1.521, H6 1.107
2 C -0.96511 0.43351 -0.18612  C1 1.319, C4 1.414, H14 1.130
3 C 1.29283 0.73811 -1.18344  C1 1.521, H7 1.042, H8 0.992, H9 1.168
4 C -2.01811 0.67907 0.72532  C2 1.414, H10 1.116, H11 1.071, H12 1.053
5 Si 1.63591 -2.82160 1.64268  H13 1.595, H15 1.558
6 H 0.36284 2.10150 0.22731  C1 1.107
7 H 2.21477 1.11703 -0.87818  C3 1.042
8 H 1.22054 -0.24443 -1.29929  C3 0.992
9 H 1.05648 1.08202 -2.27427  C3 1.168
10 H -1.60033 1.23925 1.59495  C4 1.116
11 H -2.85755 1.17725 0.28585  C4 1.071
12 H -2.40736 -0.21522 1.12334  C4 1.053
13 H 2.34808 -2.31532 0.30824  Si5 1.595
14 H -0.94156 -0.58828 -0.66742  C2 1.130
15 H 0.49897 -3.50300 0.82385  Si5 1.558

=====

[5]
This record from the OMol25 dataset describes a 2-piece molecular cluster, C4H11N2S overall. The level of theory is ωB97M-V/def2-TZVPD.

Properties
F_max   4.05 eV/Å
Charge   +1
Energy   -666.2538 a.u.
Energy above the lowest of the compared OMol25 structures with the same formula, charge and spin   134.5 kcal/mol
HOMO energy (spin up / spin down)   -13.9 / -13.7 eV

Each atom is followed by the atoms it is bonded to, with distances in Å.
Cartesian coordinates (Å):
1 C 0.57764 0.79937 -0.10620  N5 1.300, S7 1.673
2 C 1.81994 1.01779 2.06662  N5 1.486, H8 1.019, H9 1.057, H10 1.138
3 C -2.03324 -0.75100 -0.11264  N6 1.443, H11 1.001, H12 1.031, H13 1.158
4 C -0.86088 -1.35940 -2.01548  N6 1.451, H14 1.107, H15 1.108, H16 1.141
5 N 0.82313 0.45027 1.12136  C1 1.300, C2 1.486, H17 1.008
6 N -1.30002 -0.21686 -1.23540  C3 1.443, C4 1.451
7 S 1.38976 1.79068 -1.18200  C1 1.673, H18 1.488
8 H 2.70728 0.85962 1.59187  C2 1.019
9 H 1.82549 2.05803 2.25397  C2 1.057
10 H 1.74997 0.70286 3.15771  C2 1.138
11 H -2.04713 -0.08330 0.63319  C3 1.001
12 H -1.69964 -1.67057 0.21323  C3 1.031
13 H -3.17237 -0.76509 -0.31941  C3 1.158
14 H -1.80154 -1.69393 -2.49484  C4 1.107
15 H -0.28084 -2.22906 -1.64843  C4 1.108
16 H -0.39625 -0.80510 -2.89749  C4 1.141
17 H 0.00174 -0.02721 1.45674  N5 1.008
18 H 2.69698 1.92293 -0.48279  S7 1.488

=====

[6]
This record from the OMol25 dataset describes a 2-piece molecular cluster, C27H47Cl2FN5O3S overall. The level of theory is ωB97M-V/def2-TZVPD.

Properties
F_max   9.41 eV/Å
Charge   +1
Energy   -2974.1307 a.u.
HOMO energy   -11.0 eV

Each atom is followed by the atoms it is bonded to, with distances in Å.
Cartesian coordinates (Å):
1 C 9.27271 1.93467 1.11432  C2 1.651, H32 1.191, H33 1.183, H34 1.186
2 C 9.39905 1.77954 -0.52476  C1 1.651, C3 1.646, H35 1.190, H36 1.171
3 C 8.49148 0.55556 -1.14617  C2 1.646, C4 1.655, H37 1.176, H38 1.185
4 C 7.00018 0.40870 -0.44424  C3 1.655, C5 1.672, H39 1.177, H40 1.193
5 C 6.26087 -0.88896 -1.19657  C4 1.672, C6 1.652, H41 1.173, H42 1.186
6 C 6.63206 -2.21556 -0.28543  C5 1.652, C7 1.661, H43 1.193, H44 1.177
7 C 5.78654 -3.57530 -0.72863  C6 1.661, C8 1.671, H45 1.193, H46 1.190
8 C 4.81986 -4.15096 0.50751  C7 1.671, C9 1.641, H47 1.185, H48 1.193
9 C 3.26847 -4.40772 0.04003  C8 1.641, C10 1.651, H49 1.181, H50 1.185
10 C 2.16080 -4.30830 1.25966  C9 1.651, C11 1.639, H51 1.170, H52 1.190
11 C 1.47782 -2.82891 1.43465  C10 1.639, C12 1.672, H53 1.193, H54 1.193
12 C -0.19407 -2.86656 1.45652  C11 1.672, C13 1.638, H55 1.170, H56 1.175
13 C -0.67444 -1.30376 1.36331  C12 1.638, C14 1.664, H57 1.194, H58 1.182
14 C -2.05924 -1.07360 0.46914  C13 1.664, O15 1.501, N28 1.508, H59 1.180
15 O -3.17899 -1.35789 1.42743  C14 1.501, C16 1.501
16 C -4.48852 -1.26096 0.69954  O15 1.501, C17 1.636, N21 1.510, H60 1.172
17 C -5.63546 -1.16879 1.86244  C16 1.636, C18 1.673, H61 1.170, H62 1.173
18 C -5.46731 0.34496 2.55415  C17 1.673, C19 1.658, H63 1.170, H64 1.173
19 C -6.03856 1.42890 1.43667  C18 1.658, N20 1.514, H65 1.191, H66 1.193
20 N -6.38809 2.78290 2.01582  C19 1.514, H67 1.056, H68 1.045
21 N -4.55150 -2.47935 -0.19060  C16 1.510, S22 1.739, C26 1.540
22 S -6.12685 -2.78062 -0.86254  N21 1.739, O23 1.566, O24 1.579, F25 1.750
23 O -6.68409 -1.43914 -1.44744  S22 1.566
24 O -7.14457 -3.42576 0.15838  S22 1.579
25 F -6.11981 -3.91142 -2.19867  S22 1.750
26 C -3.50206 -2.18479 -1.27794  N21 1.540, N27 1.370, N28 1.510
27 N -3.76204 -2.09232 -2.62017  C26 1.370, H69 1.065, H70 1.043
28 N -2.10164 -1.92367 -0.77583  C14 1.508, C26 1.510, C29 1.505
29 C -1.14414 -1.48286 -1.84964  N28 1.505, C30 1.637, H71 1.192, H72 1.192
30 C -1.33432 0.04957 -2.39315  C29 1.637, N31 1.400, H73 1.177
31 N -1.83703 0.31998 -3.67099  C30 1.400, H74 1.044
32 H 10.33937 2.21953 1.56217  C1 1.191
33 H 8.89408 0.95037 1.64983  C1 1.183
34 H 8.51556 2.82444 1.32045  C1 1.186
35 H 10.54059 1.53730 -0.75800  C2 1.190
36 H 9.05555 2.79903 -0.98684  C2 1.171
37 H 9.08213 -0.45400 -1.02582  C3 1.176
38 H 8.28848 0.80949 -2.28616  C3 1.185
39 H 6.36471 1.39601 -0.52152  C4 1.177
40 H 7.09539 0.11501 0.70819  C4 1.193
41 H 5.10485 -0.71041 -1.28245  C5 1.173
42 H 6.78661 -0.98711 -2.25498  C5 1.186
43 H 7.80190 -2.39045 -0.44264  C6 1.193
44 H 6.37128 -1.95383 0.83259  C6 1.177
45 H 6.61304 -4.38940 -1.00580  C7 1.193
46 H 5.17010 -3.41589 -1.73449  C7 1.190
47 H 4.87825 -3.42866 1.44502  C8 1.185
48 H 5.34576 -5.16479 0.85242  C8 1.193
49 H 3.22003 -5.49948 -0.40724  C9 1.181
50 H 3.02337 -3.67870 -0.86117  C9 1.185
51 H 1.40911 -5.19307 1.11370  C10 1.170
52 H 2.76407 -4.53305 2.25998  C10 1.190
53 H 1.74268 -2.20906 0.44992  C11 1.193
54 H 1.90264 -2.23140 2.37598  C11 1.193
55 H -0.49888 -3.54248 0.55206  C12 1.170
56 H -0.50325 -3.41577 2.44776  C12 1.175
57 H -0.92955 -0.95285 2.47561  C13 1.194
58 H 0.17655 -0.57327 0.98963  C13 1.182
59 H -2.11443 0.09022 0.28008  C14 1.180
60 H -4.40369 -0.32227 0.00222  C16 1.172
61 H -6.74197 -1.21349 1.48543  C17 1.170
62 H -5.49786 -1.93984 2.73577  C17 1.173
63 H -4.33661 0.60193 2.71091  C18 1.170
64 H -6.13429 0.48134 3.50958  C18 1.173
65 H -6.97465 0.99658 0.84118  C19 1.191
66 H -5.20201 1.62643 0.60894  C19 1.193
67 H -6.18621 3.48351 1.25207  N20 1.056
68 H -5.82359 3.01860 2.86279  N20 1.045
69 H -3.23529 -2.76931 -3.25069  N27 1.065
70 H -4.39306 -1.37264 -3.03550  N27 1.043
71 H -1.12923 -2.20713 -2.79648  C29 1.192
72 H -0.04661 -1.54770 -1.38920  C29 1.192
73 H -1.09621 0.98237 -1.71665  C30 1.177
74 H -2.04092 -0.56945 -4.17865  N31 1.044
75 Cl -4.27109 4.90128 1.61294  C76 1.728
76 C -4.66082 6.19276 0.53338  Cl75 1.728, C77 1.400, C82 1.399
77 C -5.89250 6.27452 -0.12676  C76 1.400, Cl78 1.728, C79 1.399
78 Cl -7.13998 5.09864 0.08801  C77 1.728
79 C -6.14541 7.34063 -0.99607  C77 1.399, C80 1.396, H83 1.088
80 C -5.17555 8.32322 -1.20449  C79 1.396, C81 1.394, H84 1.088
81 C -3.95095 8.24453 -0.54282  C80 1.394, C82 1.396, H85 1.088
82 C -3.69359 7.18096 0.32421  C76 1.399, C81 1.396, H86 1.088
83 H -7.09844 7.41151 -1.51519  C79 1.088
84 H -5.37597 9.14951 -1.88258  C80 1.088
85 H -3.19585 9.01091 -0.70215  C81 1.088
86 H -2.73476 7.12733 0.83477  C82 1.088

=====

[7]
This record from the OMol25 dataset describes a 2-piece molecular cluster, CH3FO2S overall. The level of theory is ωB97M-V/def2-TZVPD.

Properties
F_max   3.38 eV/Å
Charge   0
Energy   -688.2895 a.u.
Energy above the lowest of the compared OMol25 structures with the same formula, charge and spin   73.6 kcal/mol
HOMO energy (spin up / spin down)   -11.0 / -10.0 eV

Each atom is followed by the atoms it is bonded to, with distances in Å.
Cartesian coordinates (Å):
1 C -1.68663 0.02524 0.09235  H6 1.072, H7 1.149, H8 1.050
2 O 2.01720 -0.00130 -1.36197  S5 1.405
3 O 1.79854 -1.22797 0.72022  S5 1.438
4 F 1.35051 1.38133 0.51192  S5 1.713
5 S 1.31901 -0.19515 -0.15860  O2 1.405, O3 1.438, F4 1.713
6 H -1.48715 -0.77443 -0.59382  C1 1.072
7 H -1.26549 -0.10828 1.15329  C1 1.149
8 H -2.04598 0.90055 -0.36338  C1 1.050